Arrangement i

Entry from the OMol25 dataset: C3H2N2O3 in the gas phase (wB97M-V/def2-TZVPD).

CARTESIAN COORDINATES (ANGSTROEM)
C 1.0994 -0.3383 0.1066
C -0.2981 1.4889 -0.0004
C -1.3898 -0.5226 0.0737
H 1.9480 -1.9622 -0.2963
H -0.4490 2.5240 0.0331
N 2.1735 -0.9074 -0.1155
N 0.9075 1.0527 0.0710
O -1.3483 0.8254 -0.0317
O -2.4751 -1.0700 -0.0734
O -0.1681 -1.0905 0.2328

The frontier orbital gap is 11.02 eV.

Atomic charges from the Löwdin analysis, expressed in e, are listed below: -0.419, -0.208, -0.460, 0.131, 0.138, 0.182, 0.171, 0.178, 0.166, 0.122

***

Arrangement ii

Entry from the OMol25 dataset: C3H2N2O3 in the gas phase (wB97M-V/def2-TZVPD).

CARTESIAN COORDINATES (ANGSTROEM)
C -0.0115 0.2070 0.0499
C 0.9156 1.1530 0.1414
C 2.2517 0.5196 0.0080
H 0.7416 2.2517 0.3629
H 3.4400 0.7500 -0.1847
N -1.4670 -0.0037 -0.1179
N 1.9632 -0.8430 -0.0841
O -2.1167 1.0773 -0.1198
O -1.8745 -1.1570 0.1605
O 0.6676 -0.9644 -0.0357

The frontier orbital gap is 9.51 eV.

Atomic charges from the Löwdin analysis, expressed in e, are listed below: -0.202, -0.004, -0.044, 0.139, 0.170, -0.258, 0.042, 0.076, 0.102, -0.021

***

Arrangement iii

Entry from the OMol25 dataset: C3H2N2O3 in the gas phase (wB97M-V/def2-TZVPD).

CARTESIAN COORDINATES (ANGSTROEM)
C 0.5178 -0.2739 -0.9983
C 0.0584 0.1084 1.5042
C -0.8439 0.2284 -1.2234
N 0.8000 -0.3045 0.3599
N -1.2002 0.6072 1.2548
O 1.3041 -0.6181 -1.8427
O 0.5376 0.0014 2.5960
O -1.5007 0.5914 -0.1063
H -1.3921 0.3328 -2.1402
H 1.7189 -0.6731 0.5960

The frontier orbital gap (spin up / spin down) is 7.66 / 8.33 eV.

Atomic charges from the Löwdin analysis, expressed in e, are listed below: -0.455, -0.547, 0.116, 0.207, 0.182, 0.103, 0.097, -0.016, 0.142, 0.170

***

Arrangement iv

Entry from the OMol25 dataset: C3H2N2O3 in the gas phase (wB97M-V/def2-TZVPD).

CARTESIAN COORDINATES (ANGSTROEM)
C 0.3262 -0.0561 -0.1406
C -1.8472 -0.2042 0.1809
C -0.6987 0.8107 0.1373
H 3.2124 0.0912 0.0707
H -2.8894 -0.2128 0.3241
N 1.5052 0.5039 -0.0360
N -1.3574 -1.3521 -0.1365
O 2.4381 -0.3329 0.0642
O 0.0171 -1.2188 -0.2297
O -0.7063 1.9711 -0.2344

The frontier orbital gap is 8.27 eV.

Atomic charges from the Löwdin analysis, expressed in e, are listed below: -0.454, 0.030, -0.302, 0.060, 0.112, 0.097, 0.142, 0.094, 0.102, 0.118

***

Energy ordering: arrangement i at the bottom, the next structure 48.4 kcal/mol above.

***

Arrangement i

Entry from the OMol25 dataset: C3H2N2O3 in the gas phase (wB97M-V/def2-TZVPD).

CARTESIAN COORDINATES (ANGSTROEM)
C 1.0542 -0.1561 0.1504
C -0.0849 1.7173 0.0997
C -1.3171 -0.3304 -0.1544
H 2.3133 -1.8498 0.0456
H -0.0952 2.8447 0.5833
N 1.0811 1.0829 0.0183
N -1.2152 1.0040 -0.2552
O 2.2419 -0.7746 -0.2936
O -2.2842 -1.0527 -0.0198
O 0.1432 -1.0462 0.3703

The frontier orbital gap is 9.56 eV.

Atomic charges from the Löwdin analysis, expressed in e, are listed below: -0.530, -0.082, -0.332, 0.234, 0.189, 0.143, 0.130, 0.020, 0.129, 0.098

***

Arrangement ii

Entry from the OMol25 dataset: C3H2N2O3 in the gas phase (wB97M-V/def2-TZVPD).

CARTESIAN COORDINATES (ANGSTROEM)
C 0.9213 0.6905 -0.4784
C -0.1107 -0.1979 -0.0145
C -0.1855 -1.4538 0.6250
H 1.3185 2.4370 -1.0176
H 1.9625 0.6489 -0.1702
N -1.3402 0.3638 -0.2843
N -2.2021 -0.4981 0.1729
O 0.6119 1.7758 -1.0960
O -1.5050 -1.7461 0.7063
O 0.5294 -2.0200 1.5567

The frontier orbital gap is 8.40 eV.

Atomic charges from the Löwdin analysis, expressed in e, are listed below: -0.049, -0.206, -0.401, 0.146, 0.144, 0.089, 0.132, 0.103, 0.026, 0.016

***

Arrangement iii

Entry from the OMol25 dataset: C3H2N2O3 in the gas phase (wB97M-V/def2-TZVPD).

CARTESIAN COORDINATES (ANGSTROEM)
C 0.3848 -0.1968 -0.0295
C -0.4622 0.9562 -0.1210
C -1.5988 -0.8171 0.0195
H -0.3452 2.0829 -0.0617
H -2.8204 -1.1226 0.3986
N 1.8801 -0.1408 -0.1328
N -0.3983 -1.2428 0.0073
O 2.6277 -1.1508 -0.0923
O 2.3649 1.0803 0.1273
O -1.6325 0.5516 -0.1154

The frontier orbital gap is 9.06 eV.

Atomic charges from the Löwdin analysis, expressed in e, are listed below: -0.197, -0.075, -0.150, 0.173, 0.234, -0.233, 0.153, 0.068, -0.018, 0.045

***

Arrangement iv

Entry from the OMol25 dataset: C3H2N2O3 in the gas phase (wB97M-V/def2-TZVPD).

CARTESIAN COORDINATES (ANGSTROEM)
C 0.6211 -0.5429 -0.2082
C -0.5920 1.5048 0.3017
C 1.9859 -0.4187 -0.4765
H -1.8915 -2.3540 -0.1521
H -0.7727 2.0583 1.2051
N -0.1953 -1.4639 -0.4875
N 3.1313 0.2698 -0.0405
O -1.4710 -1.5665 0.1262
O 0.2853 0.5159 0.5669
O -1.1011 1.9972 -0.8351

The frontier orbital gap is 9.46 eV.

Atomic charges from the Löwdin analysis, expressed in e, are listed below: -0.429, -0.168, 0.028, 0.083, 0.134, 0.121, 0.168, 0.032, 0.046, -0.015

***

Energy ordering: arrangement i at the bottom, the next structure 42.9 kcal/mol above.

***

Arrangement i

Entry from the OMol25 dataset: C2H4IN in the gas phase (wB97M-V/def2-TZVPD).

CARTESIAN COORDINATES (ANGSTROEM)
C -0.6047 -0.0613 0.4763
C 0.6532 0.5169 -0.6766
N -0.2230 -0.6181 1.4947
I 1.0516 -0.9293 -2.1372
H -1.6824 0.1680 0.1738
H 1.5254 0.5552 -0.2070
H 0.2916 1.5195 -1.0043
H -1.0117 -1.1509 1.8802

The frontier orbital gap is 9.74 eV.

Atomic charges from the Löwdin analysis, expressed in e, are listed below: -0.280, -0.646, 0.055, 0.732, 0.111, -0.073, 0.039, 0.062

***

Arrangement ii

Entry from the OMol25 dataset: 2 unconnected molecules or ions with the total composition C2H4IN (wB97M-V/def2-TZVPD).

CARTESIAN COORDINATES (ANGSTROEM)
C -0.2849 0.4566 0.0379
C -1.5396 -0.0468 0.0658
N 0.7713 -0.1914 -0.2756
I 4.5394 -0.0438 0.0520
H 0.0115 1.5435 -0.1365
H -1.6670 -1.0690 0.1243
H -2.5361 0.5399 0.3061
H 0.7054 -1.1891 -0.1740

The frontier orbital gap (spin up / spin down) is 3.41 / 3.29 eV.

Atomic charges from the Löwdin analysis, expressed in e, are listed below: -0.355, 0.109, 0.133, -0.224, 0.134, 0.034, 0.120, 0.050

***

Arrangement iii

Entry from the OMol25 dataset: C2H4IN in the gas phase (wB97M-V/def2-TZVPD).

CARTESIAN COORDINATES (ANGSTROEM)
C 0.3903 0.2872 0.0067
C -0.5893 -0.7885 0.0857
N -0.1504 1.7834 -0.2048
I 2.3609 -0.3447 0.3540
H -0.5697 -1.5931 0.8567
H -0.3617 -1.1975 -0.9661
H -1.6623 -0.5292 0.1107
H 0.5822 2.3825 -0.2429

The frontier orbital gap is 9.19 eV.

Atomic charges from the Löwdin analysis, expressed in e, are listed below: -0.799, -0.250, 0.051, 0.818, 0.081, 0.106, 0.080, -0.088

***

Energy ordering: arrangement i at the bottom, the next structure 30.5 kcal/mol above.

***

Arrangement i

Entry from the OMol25 dataset: a molecular structure, C2H4ClOP (wB97M-V/def2-TZVPD).

CARTESIAN COORDINATES (ANGSTROEM)
C -0.4934 -0.4781 1.3183
C -0.1879 0.1956 -1.4482
O -0.6798 -1.6250 1.1395
P 1.1433 0.4817 -0.0013
Cl -1.7574 0.7581 -0.8992
H -1.0199 0.0715 2.0605
H -0.0843 -0.8276 -1.5098
H 0.2822 0.7583 -2.2138
H 0.4925 1.8599 0.2394

The frontier orbital gap is 9.17 eV.

Atomic charges from the Löwdin analysis, expressed in e, are listed below: -0.387, -0.854, -0.018, 0.787, 0.523, 0.054, -0.022, -0.002, -0.082

***

Arrangement ii

Entry from the OMol25 dataset: 2 unconnected molecules or ions with the total composition C2H4ClOP (wB97M-V/def2-TZVPD).

CARTESIAN COORDINATES (ANGSTROEM)
C 1.4722 -0.4195 -0.1931
C 0.3963 0.5764 0.0912
O -2.0745 1.6150 0.2785
P -1.4409 0.3340 0.1342
Cl -3.9993 -1.0927 -0.4386
H 1.3119 -1.3762 0.4360
H 1.1362 -0.6701 -1.2804
H 2.5420 -0.0523 0.0050
H 0.6561 1.0854 0.9672

The frontier orbital gap (spin up / spin down) is 7.76 / 6.20 eV.

Atomic charges from the Löwdin analysis, expressed in e, are listed below: -0.193, -0.297, -0.445, 0.778, -0.161, 0.102, 0.094, 0.099, 0.022

***

Energy ordering: arrangement i at the bottom, the next structure 33.7 kcal/mol above.

***

Arrangement i

Entry from the OMol25 dataset: a molecular structure, C2H4ClOP (wB97M-V/def2-TZVPD).

CARTESIAN COORDINATES (ANGSTROEM)
C -0.2886 -0.2723 -0.1817
C 1.1232 -0.1197 -0.3634
O -2.2190 0.6707 1.8899
P -1.2465 1.3961 1.1188
Cl -1.1698 -0.1355 -1.6828
H -0.6912 -1.1253 0.3290
H 1.4960 -0.8214 -1.0111
H 1.5453 -0.4520 0.5825
H 1.4507 0.8595 -0.6813

The frontier orbital gap is 7.47 eV.

Atomic charges from the Löwdin analysis, expressed in e, are listed below: -0.895, -0.246, -0.528, 0.900, 0.527, 0.037, 0.041, 0.085, 0.079

***

Arrangement ii

Entry from the OMol25 dataset: 2 unconnected molecules or ions with the total composition C2H4ClOP (wB97M-V/def2-TZVPD).

CARTESIAN COORDINATES (ANGSTROEM)
C 0.9944 0.4012 0.3680
C -0.2276 -0.0467 -0.0764
O -2.6682 0.1494 -1.1164
P -1.6948 0.9811 -0.1385
Cl 3.2591 -1.3164 1.6429
H 1.0909 1.4960 0.8313
H 1.9149 -0.1901 0.6793
H -0.4900 -1.0596 -0.4415
H -2.1787 -0.4148 -1.7488

The frontier orbital gap (spin up / spin down) is 6.58 / 3.98 eV.

Atomic charges from the Löwdin analysis, expressed in e, are listed below: -0.060, -0.422, -0.357, 1.006, -0.252, 0.110, -0.158, 0.063, 0.070

***

Energy ordering: arrangement i at the bottom, the next structure 47.0 kcal/mol above.

***

Arrangement i

Entry from the OMol25 dataset: 3 unconnected molecules or ions with the total composition C6H17NO2 (wB97M-V/def2-TZVPD).

CARTESIAN COORDINATES (ANGSTROEM)
C -0.7521 0.4156 -1.9103
N -1.1641 0.9480 -0.6162
C -2.1352 0.1219 0.0894
C -1.6410 -0.4358 1.4285
C -0.4815 -1.3795 1.3140
C 0.5783 -1.3464 2.1142
C 0.4127 1.2295 -2.4600
H -1.6059 0.4873 -2.5864
H -0.4771 -0.6535 -1.8734
H -0.3514 1.1895 -0.0617
H -3.0241 0.7212 0.2978
H -2.5058 -0.6893 -0.5490
H -1.4024 0.3899 2.1076
H -2.4676 -0.9691 1.9151
H -0.5300 -2.1317 0.5285
H 1.3898 -2.0538 2.0221
H 0.6300 -0.6509 2.9421
H 0.7335 0.9123 -3.4530
H 0.1284 2.2802 -2.5634
H 1.2701 1.2232 -1.7850
H 2.8087 -1.0368 -1.1064
H 1.3185 -1.0020 -0.7506
O 2.1761 -1.1535 -0.3729
H 2.0447 0.4671 0.5414
H 1.8893 1.4293 1.7601
O 1.8763 1.4127 0.8076

The frontier orbital gap is 9.17 eV.

Atomic charges from the Löwdin analysis, expressed in e, are listed below: -0.309, -0.066, -0.243, -0.201, -0.199, -0.016, -0.097, 0.110, 0.095, 0.078, 0.102, 0.113, 0.114, 0.114, 0.107, 0.056, 0.063, 0.071, 0.079, 0.050, 0.082, 0.002, -0.049, 0.006, 0.023, -0.083

***

Arrangement ii

Entry from the OMol25 dataset: a molecular structure, C6H17NO2 (wB97M-V/def2-TZVPD).

CARTESIAN COORDINATES (ANGSTROEM)
C 1.7767 0.1026 0.6153
C 3.2202 0.1678 0.2701
C 0.9863 -0.2313 -1.6185
O 1.3469 -0.9789 1.1988
O 1.1536 1.2543 0.8210
H 0.3461 -0.8605 1.5022
H 0.2053 1.1010 0.5049
H 3.7888 0.3351 1.1907
H 3.4097 0.9899 -0.4142
H 3.5442 -0.7737 -0.1685
H 1.5830 -1.1444 -1.6265
H 1.5886 0.6148 -1.9532
H 0.1900 -0.3697 -2.3592
C -1.3106 0.0528 0.1406
C -1.9022 -1.1373 -0.5989
C -2.2065 1.2768 0.0000
N -1.1370 -0.3608 1.5737
H -0.0415 0.0138 -0.6392
H -1.1391 0.4451 2.1934
H -1.8960 -0.9664 1.8857
H -2.8994 -1.3944 -0.2103
H -3.2366 1.0728 0.3313
H -1.8412 2.1316 0.5796
H -1.2627 -2.0191 -0.5133
H -2.0150 -0.9162 -1.6610
H -2.2518 1.5941 -1.0446

The frontier orbital gap is 7.62 eV.

Atomic charges from the Löwdin analysis, expressed in e, are listed below: -0.532, 0.006, -0.104, 0.086, 0.052, 0.084, 0.073, 0.103, 0.093, 0.095, 0.019, 0.017, 0.014, -0.543, -0.103, -0.093, 0.006, 0.080, 0.097, 0.097, 0.076, 0.074, 0.070, 0.082, 0.074, 0.079

***

Energy ordering: arrangement i at the bottom, the next structure 66.0 kcal/mol above.

***

Arrangement i

Entry from the OMol25 dataset: C4H5ClN2 in the gas phase (wB97M-V/def2-TZVPD).

CARTESIAN COORDINATES (ANGSTROEM)
C 1.0406 0.1529 -0.4636
C 0.2422 -0.7997 0.4782
C -1.0455 1.0027 -0.0708
C 0.2098 0.7474 0.6454
H 0.5553 0.3692 -1.5516
H 1.0923 -1.3397 0.8887
H -1.1177 -1.9739 -0.5787
H -1.6085 1.8963 -0.2577
H 0.5394 1.5277 1.3548
N -1.1123 -1.3055 0.1466
N -1.6798 -0.1207 -0.4720
Cl 2.8842 -0.1565 -0.1193

The frontier orbital gap is 9.75 eV.

Atomic charges from the Löwdin analysis, expressed in e, are listed below: -0.522, -0.248, -0.130, -0.227, 0.164, 0.086, 0.090, 0.108, 0.144, 0.009, 0.025, 0.501

***

Arrangement ii

Entry from the OMol25 dataset: C4H5ClN2 in the gas phase (wB97M-V/def2-TZVPD).

CARTESIAN COORDINATES (ANGSTROEM)
C 1.1330 0.4446 -0.0033
C 0.5760 -0.6787 -0.2900
C -0.9689 1.3545 0.4341
C -0.9566 -0.8488 -0.2430
N -1.6022 0.3279 0.2081
N -0.9895 2.6103 0.6706
Cl -2.5947 3.4943 1.1198
H 2.0154 1.0203 0.0808
H 1.0602 -1.6031 -0.5815
H -1.3137 -1.0995 -1.2483
H -1.2137 -1.6790 0.4230
H -0.2698 3.0277 1.2395

The frontier orbital gap (spin up / spin down) is 7.50 / 7.50 eV.

Atomic charges from the Löwdin analysis, expressed in e, are listed below: 0.118, -0.195, -0.344, -0.234, 0.049, -0.267, 0.437, 0.029, 0.100, 0.116, 0.112, 0.081

***

Energy ordering: arrangement i at the bottom, the next structure 28.4 kcal/mol above.